Arrangement w

DFT (wB97M-V/def2-TZVPD) results for C5H5NS in the gas phase.

Output
Net charge: 0
Multiplicity: 1
LUMO (alpha / beta): -0.97 / -0.97 eV
Orbital gap (alpha / beta): 7.0 / 7.0 eV
HOMO level (alpha / beta): -7.972 / -7.970 eV

Element x y z (Å)
C1 -0.741 0.500 -0.152
C2 -0.639 1.277 0.972
C3 -0.084 -0.768 -0.161
C4 1.182 0.450 1.998
C5 0.030 -1.340 -1.522
N1 0.353 1.363 1.893
S1 2.495 -0.180 2.379
H1 -1.456 0.819 -0.874
H2 -1.212 2.211 1.145
H3 -0.974 -1.171 -1.997
H4 0.310 -2.397 -1.570
H5 0.736 -0.764 -2.112

natural (NBO) population analysis, charges in e, atoms 1 to 8: -0.47 0.17 0.07 0.22 -0.75 -0.52 0.21 0.21

***

Arrangement x

DFT (wB97M-V/def2-TZVPD) results for a molecular structure, C5H5NS.

Output
Net charge: 0
Multiplicity: 1
LUMO: 0.44 eV
Orbital gap: 9.1 eV
HOMO level: -8.618 eV

Element x y z (Å)
C1 -0.093 -0.400 0.431
C2 -0.335 1.137 0.241
C3 1.118 -0.025 -0.518
C4 0.270 0.278 -1.785
C5 -0.680 1.098 -1.256
H1 -0.929 1.679 0.931
H2 1.551 1.983 -0.249
H3 1.957 -0.720 -0.568
H4 0.347 -0.123 -2.771
H5 -1.529 1.627 -1.670
N1 1.177 1.205 0.266
S1 -0.707 -1.588 1.237

natural (NBO) population analysis, charges in e, atoms 1 to 8: -0.06 -0.18 -0.17 -0.21 -0.20 0.22 0.36 0.22

***

Arrangement y

DFT (wB97M-V/def2-TZVPD) results for C5H5NS in the gas phase.

Output
Net charge: 0
Multiplicity: 1
LUMO (alpha / beta): -1.02 / -0.80 eV
Orbital gap (alpha / beta): 7.8 / 8.1 eV
HOMO level (alpha / beta): -8.863 / -8.913 eV

Element x y z (Å)
C1 -0.359 1.953 0.671
C2 0.726 1.908 -0.138
C3 -0.819 0.665 0.945
C4 -0.153 -0.390 0.370
C5 -0.460 -1.763 0.032
N1 0.563 -2.083 -0.881
S1 1.199 0.291 -0.566
H1 -0.793 2.920 0.980
H2 1.553 2.651 -0.304
H3 -0.351 -2.384 0.858
H4 -1.508 -2.114 -0.180
H5 0.401 -1.654 -1.787

natural (NBO) population analysis, charges in e, atoms 1 to 8: -0.36 -0.40 0.15 -0.30 -0.35 -0.38 0.42 0.24

***

Computed relative energies in units of hartree: arrangement w 0.0563; arrangement x 0.0000; arrangement y 0.0935

***

Arrangement w

DFT (wB97M-V/def2-TZVPD) results for 2 unconnected molecules or ions with the total composition C10H16O.

Output
Net charge: +1
Multiplicity: 2
Expectation value of S²: 0.765
LUMO (alpha / beta): -4.04 / -7.66 eV
Orbital gap (alpha / beta): 10.0 / 6.8 eV
HOMO level (alpha / beta): -14.021 / -14.462 eV

Element x y z (Å)
C1 0.138 -2.616 -1.675
C2 0.911 -0.882 1.566
C3 1.114 -1.519 0.381
C4 -0.356 -0.284 1.799
C5 0.024 -1.721 -0.498
C6 -1.476 -0.529 0.972
C7 -1.261 -1.163 -0.210
O1 -0.543 0.361 2.947
H1 1.684 -0.783 2.317
H2 2.062 -1.988 0.160
H3 -0.463 1.323 2.976
H4 -2.431 -0.069 1.175
H5 -0.789 -3.161 -1.851
H6 0.960 -3.318 -1.654
H7 -2.048 -1.220 -0.942
H8 0.322 -1.982 -2.555
C8 0.579 1.769 -1.589
C9 0.801 2.304 -0.163
C10 -0.221 2.713 -2.513
H9 1.519 1.460 -2.029
H10 -0.006 0.836 -1.535
H11 1.853 2.278 0.099
H12 -0.710 3.466 -1.907
H13 0.388 3.157 -3.293
H14 0.273 1.739 0.607
H15 0.513 3.353 -0.068
H16 -1.001 2.137 -3.005

natural (NBO) population analysis, charges in e, atoms 1 to 8: -0.68 -0.18 -0.20 0.48 0.23 -0.21 -0.16 -0.66

***

Arrangement x

DFT (wB97M-V/def2-TZVPD) results for 2 unconnected molecules or ions with the total composition C10H16O.

Output
Net charge: +1
Multiplicity: 2
Expectation value of S²: 0.768
LUMO (alpha / beta): -3.77 / -7.47 eV
Orbital gap (alpha / beta): 10.3 / 6.8 eV
HOMO level (alpha / beta): -14.023 / -14.261 eV

Element x y z (Å)
C1 -2.523 -1.701 -1.153
C2 -2.318 -0.236 -0.769
C3 -1.166 -2.352 -1.538
H1 -2.887 -2.273 -0.297
H2 -3.221 -1.835 -1.975
H3 -1.363 -0.199 -0.228
H4 -3.015 0.184 -0.046
H5 -0.470 -1.546 -1.777
H6 -0.737 -3.012 -0.790
H7 -2.171 0.373 -1.660
H8 -1.272 -2.913 -2.468
C4 1.470 -1.437 1.307
C5 0.354 2.186 1.334
C6 1.312 2.738 0.433
C7 0.334 0.838 1.437
C8 1.373 -0.004 0.917
C9 2.266 1.945 -0.256
C10 2.258 0.608 0.005
O1 1.334 4.027 0.175
H9 -0.362 2.746 1.922
H10 -0.422 0.288 1.982
H11 2.892 2.447 -0.977
H12 0.815 4.445 0.883
H13 2.132 -1.922 0.589
H14 0.516 -1.871 0.987
H15 3.093 0.039 -0.377
H16 1.777 -1.562 2.338

natural (NBO) population analysis, charges in e, atoms 1 to 8: -0.41 -0.60 -0.61 0.20 0.22 0.16 0.22 0.19

***

Computed relative energies in units of hartree: arrangement w 0.0075; arrangement x 0.0000

***

Arrangement w

DFT (wB97M-V/def2-TZVPD) results for C3H4N2O in the gas phase.

Output
Net charge: 0
SMILES string: N=C=C(N)C=O
Multiplicity: 1
LUMO: 0.60 eV
Orbital gap: 9.8 eV
HOMO level: -9.208 eV

Element x y z (Å)
N1 -1.077 2.038 0.599
C1 -0.537 1.010 0.260
C2 0.124 -0.116 -0.008
N2 1.534 -0.020 -0.192
C3 -0.724 -1.306 -0.023
O1 -1.926 -1.261 0.156
H1 -1.122 2.749 -0.121
H2 2.084 -0.399 0.569
H3 1.837 -0.426 -1.069
H4 -0.193 -2.268 -0.172

natural (NBO) population analysis, charges in e, atoms 1 to 8: -0.60 0.55 -0.23 -0.82 0.39 -0.55 0.40 0.37

***

Arrangement x

DFT (wB97M-V/def2-TZVPD) results for C3H4N2O in the gas phase.

Output
Net charge: 0
SMILES string: Nc1ccno1
Multiplicity: 1
LUMO: 0.74 eV
Orbital gap: 9.7 eV
HOMO level: -8.917 eV

Element x y z (Å)
N1 -1.801 0.096 -0.472
C1 -0.547 0.357 0.064
C2 0.699 0.522 -0.461
C3 1.496 -0.099 0.535
N2 0.832 -0.417 1.613
O1 -0.476 -0.044 1.339
H1 -1.960 -0.848 -0.123
H2 -1.735 0.028 -1.481
H3 0.991 0.884 -1.436
H4 2.500 -0.478 0.423

natural (NBO) population analysis, charges in e, atoms 1 to 8: -0.80 0.49 -0.44 -0.02 -0.15 -0.31 0.39 0.38

***

Arrangement y

DFT (wB97M-V/def2-TZVPD) results for C3H4N2O in the gas phase.

Output
Net charge: 0
SMILES string: NC1=CN1C=O
Multiplicity: 1
LUMO: 0.86 eV
Orbital gap: 9.1 eV
HOMO level: -8.232 eV

Element x y z (Å)
N1 1.744 -0.114 -0.035
C1 0.538 0.448 0.160
C2 -0.342 1.385 0.258
N2 -0.766 -0.044 0.589
C3 -1.417 -0.829 -0.370
O1 -0.835 -1.488 -1.205
H1 1.740 -1.116 -0.145
H2 2.551 0.290 0.413
H3 -0.704 2.354 0.555
H4 -2.509 -0.885 -0.220

natural (NBO) population analysis, charges in e, atoms 1 to 8: -0.80 0.34 -0.17 -0.51 0.54 -0.57 0.42 0.40

***

Arrangement z

DFT (wB97M-V/def2-TZVPD) results for C3H4N2O in the gas phase.

Output
Net charge: 0
SMILES string: [H]/N=C/OCC#N
Multiplicity: 1
LUMO: 0.78 eV
Orbital gap: 10.6 eV
HOMO level: -9.811 eV

Element x y z (Å)
H1 0.649 1.766 1.269
N1 0.129 1.055 0.785
C1 -0.078 -0.057 1.336
O1 -0.563 -1.050 0.556
C2 -0.526 -0.653 -0.852
C3 0.605 0.237 -1.153
N2 1.493 0.729 -1.711
H2 0.128 -0.326 2.376
H3 -1.457 -0.151 -1.147
H4 -0.380 -1.550 -1.459

natural (NBO) population analysis, charges in e, atoms 1 to 8: 0.38 -0.70 0.41 -0.48 -0.17 0.26 -0.35 0.18

***

Computed relative energies in units of hartree: arrangement w 0.0076; arrangement x 0.0128; arrangement y 0.0643; arrangement z 0.0000

***

Arrangement w

DFT (wB97M-V/def2-TZVPD) results for CH4N2O in the gas phase.

Output
Net charge: 0
SMILES string: [H]/N=C/ON
Multiplicity: 1
LUMO: 0.89 eV
Orbital gap: 10.2 eV
HOMO level: -9.304 eV

Element x y z (Å)
H1 0.822 -2.466 -0.551
N1 0.532 -1.611 -1.053
C1 0.253 -0.699 -0.261
O1 -0.038 0.592 -0.673
N2 -0.242 1.500 0.398
H2 0.217 -0.630 0.789
H3 -0.705 1.008 1.150
H4 -0.839 2.306 0.202

From a natural (NBO) analysis of the wavefunction, the atomic charges in e read: 0.36 -0.66 0.40 -0.38 -0.53 0.12 0.33 0.37

***

Arrangement x

DFT (wB97M-V/def2-TZVPD) results for 2 unconnected molecules or ions with the total composition CH4N2O.

Output
Net charge: 0
SMILES string: N=C=O.N
Multiplicity: 1
LUMO: 0.59 eV
Orbital gap: 9.9 eV
HOMO level: -9.341 eV

Element x y z (Å)
N1 -1.599 0.363 1.557
C1 -1.165 0.471 0.463
O1 -0.594 0.404 -0.527
H1 -2.445 0.522 2.084
N2 1.734 -0.464 -0.911
H2 1.294 -1.301 -1.264
H3 1.312 0.164 -1.523
H4 1.463 -0.161 0.122

From a natural (NBO) analysis of the wavefunction, the atomic charges in e read: -0.78 0.86 -0.52 0.44 -1.06 0.35 0.35 0.36

***

Arrangement y

DFT (wB97M-V/def2-TZVPD) results for CH4N2O in the gas phase.

Output
Net charge: 0
SMILES string: [H]/N=C/ON
Multiplicity: 1
LUMO: 0.93 eV
Orbital gap: 10.3 eV
HOMO level: -9.381 eV

Element x y z (Å)
H1 -2.591 -0.558 0.404
N1 -1.952 0.154 0.026
C1 -0.755 -0.161 -0.059
O1 0.197 0.762 -0.312
N2 1.439 0.305 0.104
H2 -0.264 -1.045 0.359
H3 2.125 1.062 -0.085
H4 1.801 -0.520 -0.436

From a natural (NBO) analysis of the wavefunction, the atomic charges in e read: 0.36 -0.67 0.39 -0.37 -0.54 0.13 0.36 0.34

***

Arrangement z

DFT (wB97M-V/def2-TZVPD) results for CH4N2O in the gas phase.

Output
Net charge: 0
SMILES string: [H]/N=C/NO
Multiplicity: 1
LUMO: 0.18 eV
Orbital gap: 10.2 eV
HOMO level: -10.014 eV

Element x y z (Å)
H1 -2.100 -0.558 -0.950
N1 -1.695 0.167 -0.108
C1 -0.500 -0.366 -0.357
N2 0.538 0.374 -0.325
O1 1.527 -0.023 0.644
H2 -0.178 -1.405 -0.717
H3 0.200 1.246 0.272
H4 0.957 -0.691 1.418

From a natural (NBO) analysis of the wavefunction, the atomic charges in e read: 0.34 -0.65 0.21 -0.31 -0.56 0.16 0.36 0.44

***

Computed relative energies in units of hartree: arrangement w 0.0716; arrangement x 0.0000; arrangement y 0.0672; arrangement z 0.1536